[1]
Computed, not measured: a structure of composition C13H25Br12Cl3 in a non-equilibrium geometry, with the ωB97M-V functional and the def2-TZVPD basis.

Results
- E_HOMO (spin up / spin down): -0.4335 / -0.4335 Eh
- Multiplicity: 2
- Expectation value of S²: 0.76
- E_LUMO (spin up / spin down): -3.631 / -9.344 eV
- Frontier orbital gap (spin up / spin down): 8.164 / 2.451 eV
- Charge: +1

Each line ends with the Mulliken charge.
Positions of all 53 atoms, in Å:
Br: 12.68543 -3.86018 20.35488  -0.156
C: 11.03199 -2.80689 20.16432  -0.652
C: 10.11380 -3.28148 18.94063  0.064
Br: 8.28198 -2.63241 19.30202  -0.155
H: 11.20654 -1.73188 20.20903  0.445
H: 10.52115 -3.09933 21.08172  0.339
H: 9.92698 -4.34697 18.80669  0.016
H: 10.41750 -2.75728 18.03449  0.130
Br: 9.07551 0.11110 14.71807  0.063
C: 7.17007 -0.29828 15.13485  -0.418
C: 7.25576 -1.60086 15.93913  -0.526
Br: 5.40433 -2.24742 16.32251  -0.076
H: 6.64741 -0.40966 14.18482  0.447
H: 6.72812 0.51890 15.70491  0.467
H: 7.65085 -1.34304 16.92174  0.310
H: 7.75629 -2.36541 15.34495  0.195
Br: 7.14928 -9.99508 17.70166  -0.123
C: 8.33101 -10.38504 16.16574  -0.585
C: 7.52939 -10.33710 14.84383  -0.250
Br: 8.54956 -11.16225 13.38159  -0.131
H: 8.62767 -11.42524 16.30026  0.424
H: 9.19600 -9.72290 16.20405  0.321
H: 7.13734 -9.33951 14.64579  0.169
H: 6.66613 -10.98472 14.99706  0.184
Br: 11.53601 -4.81965 12.50644  -0.119
C: 11.57882 -5.39799 14.45100  -0.770
C: 10.49643 -4.70705 15.30883  -0.090
Br: 10.57727 -2.71091 15.07978  0.138
H: 12.57447 -5.11693 14.79420  0.440
H: 11.49355 -6.48383 14.49326  0.473
H: 10.52323 -4.93642 16.37408  0.355
H: 9.53454 -5.01041 14.89546  0.041
Br: 3.56559 -11.65130 15.73717  -0.167
C: 2.45712 -10.94968 17.13523  -0.566
C: 3.20905 -9.84092 17.84224  -0.310
Br: 1.95543 -9.17745 19.25927  -0.181
H: 2.04557 -11.76946 17.72402  0.448
H: 1.58910 -10.50298 16.65036  0.359
H: 3.41706 -9.03970 17.13309  0.191
H: 4.10910 -10.00742 18.43410  0.180
Br: 4.95958 -8.05889 20.62437  -0.137
C: 6.76749 -7.72531 21.38319  -0.503
C: 7.55016 -6.95088 20.28256  -0.223
Br: 9.42304 -6.48152 20.86442  -0.180
H: 7.16673 -8.71891 21.58683  0.371
H: 6.71132 -7.02982 22.22059  0.414
H: 7.17785 -5.95937 20.02489  0.320
H: 7.64559 -7.43989 19.31310  -0.012
C: 6.55170 -5.83108 15.94461  0.184
Cl: 7.23404 -6.67264 14.52178  -0.144
Cl: 7.82029 -5.74450 17.21326  0.068
Cl: 5.09793 -6.76298 16.53214  -0.027
H: 6.30719 -4.80286 15.67799  -0.054

[2]
Computed, not measured: a structure of composition C21H23AuClNPSe2 in a non-equilibrium geometry, with the ωB97M-V functional and the def2-TZVPD basis.

Results
- E_HOMO (spin up / spin down): -0.3915 / -0.3919 Eh
- E_LUMO (spin up / spin down): -4.822 / -4.810 eV
- Frontier orbital gap (spin up / spin down): 5.830 / 5.855 eV
- Energy above the lowest of the compared OMol25 structures with the same formula, charge and spin: 1.6102 eV
- Charge: +1

Each line ends with the Mulliken charge.
Positions of all 50 atoms, in Å:
Au: -1.49591 -1.24976 -0.95062  0.023
Se: 1.24279 -2.09672 -0.83236  -0.326
P: 0.91729 -1.73709 1.29681  0.583
Se: -1.25883 -1.56794 1.38486  -0.239
C: 1.64935 -0.22102 1.89929  0.626
C: 1.92270 -0.06855 3.25948  -0.285
C: 2.37075 1.14747 3.74873  -0.750
C: 2.53456 2.22240 2.88683  -0.432
C: 2.24068 2.08361 1.53886  -0.712
C: 1.79622 0.87069 1.04276  -0.312
C: 1.54630 -3.07508 2.28952  0.740
C: 2.85400 -3.02030 2.77721  -0.359
C: 3.38767 -4.10433 3.45348  -0.716
C: 2.62318 -5.24749 3.64269  -0.438
C: 1.33085 -5.31327 3.14553  -0.706
C: 0.79071 -4.23531 2.46665  -0.501
H: 1.77791 -0.88961 3.94809  0.486
H: 2.58814 1.25394 4.80070  0.407
H: 2.89085 3.16929 3.26780  0.408
H: 2.36115 2.92259 0.86800  0.426
H: 1.56828 0.76493 -0.01162  0.261
H: 3.46950 -2.14758 2.61880  0.475
H: 4.39702 -4.05578 3.83057  0.407
H: 3.03721 -6.09161 4.17449  0.401
H: 0.74234 -6.20827 3.28606  0.403
H: -0.21890 -4.29491 2.07654  0.317
Cl: -1.55104 -2.03555 -3.13288  -0.540
C: -1.97029 2.43898 -4.91831  -0.828
N: -1.88695 1.10464 -4.25528  0.064
C: -3.25445 0.67448 -3.81190  -0.659
C: -0.81693 1.06770 -3.14842  -1.544
C: -1.30431 1.65736 -1.86410  1.104
C: -1.25600 3.04212 -1.68729  -0.231
C: -1.77231 3.63209 -0.54850  -0.877
C: -2.33659 2.82358 0.42750  -0.645
C: -2.34372 1.44405 0.28751  -0.594
C: -1.81357 0.84616 -0.85363  0.588
H: -2.66191 2.35084 -5.75026  0.347
H: -0.97658 2.71772 -5.25812  0.343
H: -2.33905 3.14456 -4.17685  0.412
H: -1.56692 0.42458 -4.95160  0.334
H: -3.55674 1.35242 -3.01899  0.372
H: -3.19195 -0.35287 -3.45849  0.194
H: -3.90166 0.76430 -4.68063  0.361
H: 0.02574 1.60937 -3.57854  0.427
H: -0.55782 0.00777 -3.06301  0.291
H: -0.80312 3.65916 -2.44997  0.552
H: -1.73075 4.70391 -0.42581  0.428
H: -2.75038 3.26775 1.32060  0.426
H: -2.74851 0.84455 1.08782  0.489

[3]
Computed, not measured: a structure of composition C45H41FN2O3TeTi in a non-equilibrium geometry, with the ωB97M-V functional and the def2-TZVPD basis.

Results
- E_HOMO (spin up / spin down): -0.0945 / -0.2105 Eh
- Multiplicity: 4
- Expectation value of S²: 3.82
- E_LUMO (spin up / spin down): 2.115 / 1.873 eV
- Frontier orbital gap (spin up / spin down): 4.685 / 7.602 eV
- Energy above the lowest of the compared OMol25 structures with the same formula, charge and spin: 0.0000 eV
- Charge: -1

Each line ends with the Mulliken charge.
Positions of all 94 atoms, in Å:
Ti: 9.80926 13.54706 11.74150  0.451
C: 11.66282 15.70882 8.89898  -1.531
C: 10.61960 16.45680 9.66433  0.875
C: 9.25030 16.54385 9.32882  -0.286
C: 8.33226 17.15490 10.19356  -0.604
C: 8.81016 17.77067 11.36981  -0.360
C: 10.15859 17.72667 11.65853  -0.300
C: 11.05774 17.10706 10.81280  -0.390
H: 12.37572 16.37874 8.42340  0.381
H: 11.23635 15.02607 8.20662  0.360
H: 12.24275 15.06465 9.61631  0.233
H: 8.92322 15.90464 8.47936  0.183
H: 7.29297 17.25192 9.95990  0.412
H: 8.11732 18.12605 12.17420  0.310
H: 10.55400 18.15322 12.58164  0.326
H: 12.07402 16.97872 11.16460  0.399
F: 5.67712 10.64202 13.78554  -0.367
C: 6.76718 10.92567 14.56988  0.065
C: 8.02049 11.05360 13.99560  -0.157
C: 9.08157 11.18087 14.83404  0.100
C: 8.93655 11.32931 16.22246  0.796
C: 10.02152 11.37855 17.08872  -1.416
C: 7.59488 11.31898 16.73816  -0.725
C: 6.55325 11.12689 15.89581  -0.573
H: 8.14482 11.12869 12.94882  0.616
H: 10.11415 11.26067 14.40180  0.202
H: 11.02347 11.56540 16.71081  0.299
H: 9.99542 11.22401 18.14379  0.342
H: 7.50983 11.42539 17.82576  0.353
H: 5.57142 11.20332 16.34258  0.416
O: 8.75389 14.00003 13.38426  -0.920
C: 9.71306 14.73800 13.85252  1.083
N: 10.85186 14.71630 13.07078  -0.050
C: 11.69812 15.64437 13.59750  -0.527
O: 12.73535 16.08422 13.08656  -0.815
C: 11.08449 16.11949 14.90249  0.122
C: 11.46618 17.06488 15.85036  -0.253
C: 10.64996 17.34864 16.94526  -0.767
C: 9.39126 16.73434 16.98991  -0.477
C: 8.92870 15.76211 16.08467  -0.788
C: 9.83124 15.51558 15.00359  0.830
H: 12.43906 17.55544 15.84144  0.399
H: 11.01519 18.03950 17.65948  0.439
H: 8.73095 16.85520 17.86620  0.301
H: 7.95708 15.33061 16.24951  0.522
C: 17.83565 7.97229 15.95529  -1.520
C: 16.67763 8.05733 15.01108  0.344
C: 16.82903 8.56090 13.68969  -0.834
C: 15.71422 8.69589 12.86377  1.599
C: 16.08039 9.26433 11.48338  -1.514
C: 14.39840 8.49342 13.31653  -0.553
Te: 12.78798 9.40183 12.24457  0.365
N: 10.35346 11.77926 11.20352  -0.501
C: 9.97141 12.11926 9.99559  0.766
O: 9.26038 13.23053 9.86674  -0.795
C: 10.25437 11.40955 8.71181  0.669
C: 11.25762 10.40042 8.66228  -0.178
C: 11.44423 9.85197 7.41958  -0.618
C: 10.68232 10.25242 6.32699  -0.418
C: 9.70914 11.19299 6.41917  -0.717
C: 9.48519 11.79163 7.60905  -0.457
C: 11.56468 7.73850 11.64421  0.051
C: 10.21918 7.94953 11.79137  -0.525
C: 9.32240 6.99601 11.36270  -0.347
C: 9.74772 5.81058 10.76054  -0.818
C: 11.10305 5.68484 10.55102  -0.622
C: 12.04863 6.61979 10.98066  0.766
C: 13.48903 6.49815 10.67170  -0.769
C: 14.22630 7.94937 14.61755  0.850
C: 12.85431 7.72465 15.29804  -1.296
C: 15.39956 7.72264 15.37855  -0.867
H: 18.74288 7.89116 15.40475  0.410
H: 17.90310 7.11385 16.59499  0.406
H: 17.89212 8.92450 16.46362  0.295
H: 17.82724 8.91267 13.36566  0.289
H: 17.13456 9.09241 11.33382  0.456
H: 15.90006 10.34310 11.47802  0.304
H: 15.56779 8.72883 10.63620  0.147
H: 11.89238 10.13276 9.51105  0.123
H: 12.13251 9.03854 7.28184  0.412
H: 10.92400 9.77312 5.39783  0.379
H: 9.14210 11.38878 5.51982  0.377
H: 8.77399 12.58247 7.75619  0.555
H: 9.84820 8.87013 12.22624  0.490
H: 8.23874 7.20007 11.55041  0.326
H: 9.05551 5.06645 10.37592  0.367
H: 11.42332 4.84838 10.00708  0.418
H: 13.71132 5.50030 10.23099  0.419
H: 14.04125 6.61052 11.62169  0.123
H: 13.81991 7.33047 10.00924  0.055
H: 12.16858 8.51076 15.04226  0.155
H: 12.97040 7.59422 16.38238  0.383
H: 12.37134 6.82764 14.91288  0.282
H: 15.26345 7.42468 16.43012  0.262

[4]
Computed, not measured: a cluster of 2 separate species, C5H11O2 in total in a non-equilibrium geometry, with the ωB97M-V functional and the def2-TZVPD basis.

Results
- E_HOMO: -0.1373 Eh
- E_LUMO: 3.964 eV
- Frontier orbital gap: 7.701 eV
- Energy above the lowest of the compared OMol25 structures with the same formula, charge and spin: 0.4166 eV
- Charge: -1

Each line ends with the Mulliken charge.
Positions of all 18 atoms, in Å:
C: 0.88509 1.14726 -1.98567  -0.399
C: 0.96832 -0.28345 -2.45193  -0.868
C: -0.44282 1.42543 -1.06516  0.527
O: -0.43162 2.56069 -0.56491  -0.744
O: -1.23607 0.47320 -0.99071  -0.727
H: 1.74061 1.52848 -1.43366  0.295
H: 0.59701 1.81633 -2.80352  0.175
H: 0.91103 -0.95491 -1.58298  0.189
H: 1.82057 -0.62617 -3.04620  0.336
H: 0.02980 -0.53070 -2.95580  0.212
C: -1.15947 -0.62992 1.90390  -0.750
C: 0.00500 -1.02878 2.79269  -0.827
H: -2.08059 -1.19532 2.12335  0.310
H: -1.44575 0.40351 2.10052  0.263
H: -1.08667 -0.78550 0.83164  0.201
H: -0.24093 -0.92974 3.85481  0.286
H: 0.32243 -2.05309 2.59256  0.266
H: 0.84407 -0.33730 2.68107  0.256

[5]
Computed, not measured: the molecule C3H5O2P in a non-equilibrium geometry, with the ωB97M-V functional and the def2-TZVPD basis.

Results
- E_HOMO: -0.3452 Eh
- E_LUMO: 0.699 eV
- Frontier orbital gap: 10.092 eV
- Energy above the lowest of the compared OMol25 structures with the same formula, charge and spin: 1.9216 eV

Each line ends with the Mulliken charge.
Positions of all 11 atoms, in Å:
C: -0.19199 -0.07904 -2.15881  -0.211
C: 0.97537 -0.07709 0.28398  -0.878
C: 0.16024 -0.57579 -0.97615  0.108
O: -0.44721 -1.11025 -3.12384  -0.383
O: 1.26743 -2.77836 -2.02454  -0.587
P: -0.12212 -2.23276 -1.89184  0.611
H: 0.13044 0.87468 -2.53432  0.346
H: 0.18553 0.29542 0.90081  0.333
H: 1.71960 0.69977 0.06867  0.297
H: 1.19708 -0.98949 0.95783  0.261
H: -1.33392 -2.83481 -1.87223  0.104

[6]
Computed, not measured: a cluster of 2 separate species, CHBrN2 in total in a non-equilibrium geometry, with the ωB97M-V functional and the def2-TZVPD basis.

Results
- E_HOMO: -0.3661 Eh
- E_LUMO: -0.701 eV
- Frontier orbital gap: 9.262 eV
- Energy above the lowest of the compared OMol25 structures with the same formula, charge and spin: 4.0737 eV

Each line ends with the Mulliken charge.
Positions of all 5 atoms, in Å:
C: 0.09508 0.04500 0.00797  0.106
N: -0.09774 -1.30469 -0.64708  -0.117
N: -0.14642 -1.16256 0.62330  -0.143
Br: 1.52185 1.20673 -0.05041  -0.017
H: -1.37276 1.21552 0.06622  0.171

What is the formula in the first record?
C13H25Br12Cl3